<1>
18
Properties=species:S:1:pos:R:3 method="wB97M-V/def2-TZVPD" e_lumo_ev="-0.70 / 0.22" spin_multiplicity=1 orbital_gap_ev="6.8 / 8.3"
C 1.3818 -1.3091 0.2017
C -0.6979 -1.2480 -0.5718
C -2.1503 -1.2342 -0.3015
C 1.7795 0.0444 -0.0267
C 0.7478 1.1298 0.1951
N -0.0929 0.9343 1.2956
C 0.6534 2.1609 -0.6452
O 0.1127 -1.7687 0.3058
O 2.9266 0.3377 -0.3576
H 2.1319 -2.0781 0.3152
H -0.3258 -0.7391 -1.4528
H -0.5493 1.7771 1.6149
H 0.3250 0.4274 2.0624
H -2.4653 -0.2257 -0.0173
H -2.7048 -1.5186 -1.1958
H -2.3897 -1.9238 0.5103
H 1.3468 2.2547 -1.4627
H -0.0296 2.9791 -0.4696

***

<2>
18
Properties=species:S:1:pos:R:3 method="wB97M-V/def2-TZVPD" smiles=C1NC[C@]2(CO2)[C@]12CO2 e_lumo_ev=0.80 spin_multiplicity=1 orbital_gap_ev=9.8
C 1.5628 0.5012 -0.5386
N 0.9272 1.6684 0.0662
C -0.5267 1.5076 -0.2112
C -0.9889 -0.0654 -0.2146
C -2.2032 -0.4914 0.4969
O -1.9906 -0.5155 -1.0055
C 0.4866 -0.6033 -0.2298
C 0.9774 -1.7653 0.5183
O 0.7149 -1.8611 -0.8946
H 1.4769 0.6488 -1.5591
H 2.5507 0.3647 -0.1191
H 1.2539 1.5232 1.0115
H -1.1703 2.2939 0.3988
H -0.5120 1.8286 -1.2233
H -2.1447 -1.3966 0.9932
H -2.8662 0.3768 0.4788
H 2.0527 -1.4898 0.7493
H 0.3995 -2.5248 1.2827

***

<3>
18
Properties=species:S:1:pos:R:3 method="wB97M-V/def2-TZVPD" smiles="C[C@@H](O)[C@](C)(C#N)C=O" e_lumo_ev=0.41 spin_multiplicity=1 orbital_gap_ev=10.5
C -1.7762 0.7481 -0.5242
C -0.7286 -0.4338 -0.5405
O -0.3639 -0.6581 -1.8404
C 0.5757 -0.1346 0.2297
C 0.6857 -0.7801 1.6417
C 0.8046 1.4158 0.4754
N 0.8783 2.5160 0.7629
C 1.8093 -0.4319 -0.6196
O 2.8170 -0.9220 -0.2392
H -2.0624 1.0011 0.5002
H -1.3313 1.6253 -0.9807
H -2.6582 0.4982 -0.9126
H -1.2756 -1.2448 0.0950
H -1.1338 -0.7114 -2.4979
H 1.0354 -0.1441 2.4167
H 1.2766 -1.5882 1.6615
H -0.2834 -0.8209 1.9874
H 1.7311 0.0653 -1.6156

***

Most stable: <3>. Least stable: <2>.

***

<1>
25
Properties=species:S:1:pos:R:3 method="wB97M-V/def2-TZVPD" e_lumo_ev="-14.87 / -18.11" charge=+4 spin_multiplicity=6 s2=8.770 orbital_gap_ev="10.2 / 6.8"
Fe -0.3241 -1.8712 -3.1457
Ga 0.2286 -0.0964 0.1869
Cl -0.5168 0.0361 -1.9997
Cl 1.5111 -1.8119 0.3092
C -1.3390 -0.1201 1.6236
C -0.5213 -1.8468 -4.9937
C -0.0380 -3.6159 -2.5686
O -2.0322 -0.2150 2.5432
O -1.1447 -1.4633 -5.9091
O -0.3985 -4.5569 -1.9715
C 0.3895 5.1803 1.2053
C 0.9570 3.8539 0.8944
C 2.2865 3.4624 0.7623
C 2.3070 2.0952 0.4825
N 1.0203 1.6668 0.4669
N 0.2244 2.7577 0.7109
C 3.4564 1.2257 0.2101
H 0.7710 5.5365 2.1749
H 0.7351 5.9298 0.4848
H -0.7085 5.1784 1.2159
H 3.1509 4.0949 0.8922
H -0.7930 2.7069 0.6546
H 4.0085 1.5871 -0.6691
H 4.1678 1.2609 1.0439
H 3.1691 0.1745 0.0843

***

<2>
25
Properties=species:S:1:pos:R:3 method="wB97M-V/def2-TZVPD" e_lumo_ev="-15.35 / -18.39" charge=+4 spin_multiplicity=6 s2=8.769 orbital_gap_ev="10.1 / 6.9"
Fe 0.1215 0.2893 -4.1661
Ga 0.5778 0.8180 -0.9552
Cl 0.4277 -0.9972 -2.3354
Cl -0.6873 2.3003 -1.9698
C 2.0354 2.1286 -0.1330
C 0.6220 -1.0109 -5.3383
C 0.3773 1.8466 -5.1039
O 2.4527 3.1052 0.3225
O 1.0353 -2.0876 -5.4925
O 1.0363 2.4416 -5.8616
C 0.8903 -1.7739 3.7404
C 0.2095 -0.9968 2.6784
C -1.1345 -0.7317 2.4336
C -1.2424 -0.0214 1.2384
N 0.0133 0.1502 0.7644
N 0.8726 -0.4174 1.6783
C -2.4479 0.4775 0.5596
H 0.7027 -1.3383 4.7291
H 0.5221 -2.8077 3.7844
H 1.9741 -1.8159 3.5766
H -1.9532 -1.0237 3.0572
H 1.8871 -0.3585 1.6078
H -3.0983 -0.3760 0.2892
H -3.0047 1.1473 1.2395
H -2.1893 1.0525 -0.3435

***

Most stable: <1>. Least stable: <2>.

***

<1>
18
Properties=species:S:1:pos:R:3 method="wB97M-V/def2-TZVPD" smiles=CCCOCC e_lumo_ev=1.10 spin_multiplicity=1 orbital_gap_ev=10.8
C -0.2074 -2.3738 -0.8789
C -0.9631 -1.0633 -1.0614
C -0.6041 -0.1319 0.0693
O -0.9134 1.2079 -0.2115
C -0.1689 1.9622 0.7023
C 1.4443 1.5355 0.8465
H -0.4354 -3.0886 -1.6724
H -0.4602 -2.8374 0.0815
H 0.8741 -2.1933 -0.8809
H -2.0436 -1.2403 -1.1018
H -0.6803 -0.5832 -2.0046
H -1.0460 -0.4387 1.0359
H 0.4765 -0.0794 0.2499
H -0.6299 1.8701 1.7027
H -0.3273 3.0079 0.3745
H 1.7257 1.8173 1.8595
H 2.0157 2.0999 0.1135
H 1.9434 0.5290 0.7761

***

<2>
18
Properties=species:S:1:pos:R:3 method="wB97M-V/def2-TZVPD" e_lumo_ev=1.01 spin_multiplicity=1 orbital_gap_ev=10.6
C -0.4731 -0.8947 -1.6168
C 0.2328 -0.5195 -0.3200
C 1.6258 0.0550 -0.6052
C -0.5168 0.5729 0.4475
C -0.0496 0.8348 1.8690
O -1.1919 1.4282 -0.1465
H -1.4612 -1.3110 -1.4148
H -0.6014 -0.0112 -2.2428
H 0.1015 -1.6392 -2.1760
H 0.3485 -1.4050 0.3152
H 2.2000 0.2240 0.3111
H 2.1842 -0.6364 -1.2399
H 1.5365 1.0037 -1.1364
H -2.0776 -0.6538 0.8715
H -0.8219 1.3523 2.4427
H 0.7965 1.5266 1.7554
H 0.2970 -0.0555 2.4063
H -2.1642 0.0571 0.4434

***

<3>
18
Properties=species:S:1:pos:R:3 method="wB97M-V/def2-TZVPD" smiles="CC=C(C)C.O" e_lumo_ev=0.86 spin_multiplicity=1 orbital_gap_ev=9.7
C 0.5277 -0.2728 -1.7176
C 0.0401 -1.0033 -0.4910
C -0.6780 -0.3832 0.4425
C -1.1588 -1.1635 1.6562
C -1.1685 1.0398 0.3131
H -0.2147 -0.3503 -2.5256
H 0.6968 0.7889 -1.5614
H 1.4497 -0.7000 -2.1231
H 0.2816 -2.0604 -0.4541
H -2.2343 -1.2758 1.5668
H -1.0054 -0.5840 2.5679
H -0.5947 -2.0920 1.6946
H -0.3388 1.7203 0.3974
H -1.9318 1.2131 1.0661
H -1.6615 1.1923 -0.6479
O 2.5620 1.6645 -0.1813
H 2.4041 1.2737 0.6854
H 3.0244 0.9927 -0.6880

***

<4>
18
Properties=species:S:1:pos:R:3 method="wB97M-V/def2-TZVPD" e_lumo_ev="1.10 / 0.98" spin_multiplicity=1 orbital_gap_ev="8.3 / 8.0"
C -1.7309 1.1661 -0.3524
C 0.0822 -0.4021 2.1630
O 0.8162 -0.6036 1.1021
C 0.6166 -1.3819 0.0911
C -0.4136 1.8123 -0.7680
C 1.6264 -1.3824 -1.0014
H -2.3639 0.9550 -1.2212
H -2.2968 1.8195 0.3201
H -1.5580 0.2203 0.1740
H 0.5018 0.2778 2.8864
H -0.8113 -0.9987 2.3095
H -0.2710 -2.0109 0.1074
H 0.1243 1.1901 -1.4919
H 0.2407 1.9545 0.0992
H -0.5802 2.7914 -1.2309
H 2.1020 -2.3649 -1.1304
H 2.4095 -0.6533 -0.7709
H 1.1872 -1.1079 -1.9709

***

Most stable: <3>. Least stable: <4>.

***

<1>
18
Properties=species:S:1:pos:R:3 method="wB97M-V/def2-TZVPD" smiles="C=C(C)CC.O" e_lumo_ev=0.91 spin_multiplicity=1 orbital_gap_ev=10.6
C -0.1948 -1.4935 -0.1180
C -0.2172 -0.3720 0.5806
C 0.2763 -0.2849 1.9804
C -0.8070 0.9121 0.0406
C -1.3164 0.8756 -1.4085
H 0.2117 -2.4187 0.2690
H -0.6514 -1.5784 -1.0920
H 0.9605 0.5544 2.1247
H 0.7797 -1.1906 2.3040
H -0.5253 -0.0853 2.6974
H -1.6359 1.1940 0.7054
H 0.0105 1.6501 0.0901
H -2.3172 0.4494 -1.4842
H -0.6352 0.3442 -2.0616
H -1.4046 1.9056 -1.7412
O 2.6207 0.1856 -1.1295
H 1.7994 0.0296 -0.6310
H 3.0462 -0.6773 -1.1262

***

<2>
18
Properties=species:S:1:pos:R:3 method="wB97M-V/def2-TZVPD" smiles="C=CC.COC" e_lumo_ev=1.07 spin_multiplicity=1 orbital_gap_ev=10.6
C 1.1631 0.0057 2.1697
C 0.5602 1.0431 1.5827
C 1.2101 1.9500 0.5810
H 0.6359 -0.6233 2.8961
H 2.2049 -0.2454 1.9398
H -0.4846 1.2594 1.8418
H 2.2525 1.6380 0.4001
H 1.2131 2.9892 0.9507
H 0.6624 1.9186 -0.3759
C -2.0644 -1.0912 -0.7698
O -1.1900 -0.2907 -1.5401
C -0.0441 -1.0282 -1.9164
H -2.9379 -0.4730 -0.5029
H -1.5833 -1.4403 0.1593
H -2.4154 -1.9704 -1.3360
H 0.5233 -1.3746 -1.0362
H -0.3088 -1.9046 -2.5316
H 0.6027 -0.3625 -2.5123

***

<3>
18
Properties=species:S:1:pos:R:3 method="wB97M-V/def2-TZVPD" e_lumo_ev="1.04 / 0.95" spin_multiplicity=1 orbital_gap_ev="8.3 / 7.9"
C -0.1860 1.0408 2.5734
C -0.1111 0.8736 1.0619
C -0.2975 -0.6200 -1.6112
C 0.1435 0.4544 -2.5392
O 0.5968 -1.3698 -1.0660
C 0.4569 -2.2401 -0.0934
H -1.0455 0.4960 2.9796
H 0.7140 0.6348 3.0479
H -0.2837 2.0903 2.8671
H 0.7464 1.4038 0.6304
H -1.0150 1.2480 0.5680
H -1.3262 -0.7428 -1.2786
H -0.1671 1.4441 -2.1733
H -0.2709 0.3368 -3.5495
H 1.2351 0.4535 -2.6110
H 1.3416 -2.8153 0.1271
H 0.0141 -0.1897 0.8337
H -0.5453 -2.4985 0.2331

***

Most stable: <1>. Least stable: <3>.

***

<1>
18
Properties=species:S:1:pos:R:3 method="wB97M-V/def2-TZVPD" smiles=COC(C)(C)C e_lumo_ev=0.96 spin_multiplicity=1 orbital_gap_ev=10.7
C 2.0026 -0.4097 -0.4809
O 1.1544 -0.0046 0.5623
C -0.2360 0.0987 0.2428
C -0.4643 1.0754 -0.9180
C -0.8162 -1.2824 -0.0813
C -0.8669 0.6440 1.5224
H 1.9165 0.2367 -1.3660
H 1.8299 -1.4517 -0.7976
H 3.0231 -0.3276 -0.1006
H -0.0617 0.6958 -1.8632
H -1.5352 1.2397 -1.0709
H 0.0093 2.0401 -0.7037
H -0.4315 -1.6727 -1.0303
H -0.5569 -1.9897 0.7152
H -1.9083 -1.2352 -0.1623
H -0.8295 -0.1049 2.3209
H -0.3171 1.5274 1.8595
H -1.9121 0.9209 1.3517

***

<2>
18
Properties=species:S:1:pos:R:3 method="wB97M-V/def2-TZVPD" smiles=CCCOCC e_lumo_ev=1.19 spin_multiplicity=1 orbital_gap_ev=10.9
C 3.0006 -0.4054 0.1308
C 1.5301 -0.7384 -0.0937
C 0.5476 0.3794 0.2235
O -0.6991 -0.0664 -0.2548
C -1.8165 0.6882 0.1415
C -3.0387 -0.0171 -0.4169
H 3.6284 -1.2303 -0.2225
H 3.2312 -0.2456 1.1901
H 3.2985 0.4943 -0.4200
H 1.2435 -1.6140 0.5008
H 1.3646 -1.0083 -1.1429
H 0.5009 0.5793 1.3087
H 0.8451 1.3237 -0.2676
H -1.7513 1.7219 -0.2386
H -1.8676 0.7472 1.2422
H -3.9629 0.4886 -0.1215
H -3.0670 -1.0476 -0.0496
H -2.9875 -0.0494 -1.5096

***

<3>
18
Properties=species:S:1:pos:R:3 method="wB97M-V/def2-TZVPD" smiles="C=CO.CCC" e_lumo_ev=0.95 spin_multiplicity=1 orbital_gap_ev=10.3
C -0.5834 -3.1677 1.2661
C -0.2324 -2.4942 2.3406
O 0.7371 -2.8408 3.2627
H -1.4422 -2.8254 0.7048
H -0.0982 -4.0113 0.7973
H -0.7271 -1.6555 2.8155
H 0.9776 -3.7618 3.1970
C -0.6871 1.3125 -2.1310
C 0.5395 1.4094 -1.1761
C 0.5869 2.7711 -0.4754
H -1.3258 2.1436 -1.8545
H -1.1308 0.3203 -2.1931
H -0.3515 1.4300 -3.1675
H 1.4722 1.3073 -1.7270
H 0.4460 0.6050 -0.4454
H 0.5534 3.5187 -1.2885
H -0.2971 3.0171 0.1046
H 1.5629 2.9217 -0.0301

***

Most stable: <1>. Least stable: <3>.

***

<1>
18
Properties=species:S:1:pos:R:3 method="wB97M-V/def2-TZVPD" smiles=C1CCCC1.O e_lumo_ev=0.63 spin_multiplicity=1 orbital_gap_ev=11.4
C -0.2323 1.9540 0.6132
C -0.5047 1.9638 -0.8465
C -0.7074 0.5247 -1.2481
C -1.0608 -0.2245 0.0614
C -0.0626 0.4482 0.9054
H -1.1581 2.3097 1.1051
H 0.6192 2.4990 1.0643
H 0.3091 2.4500 -1.4181
H -1.4160 2.5804 -0.9676
H 0.0947 -0.0205 -1.7817
H -1.6524 0.3579 -1.7999
H -0.9686 -1.3228 -0.0419
H -2.1018 -0.0013 0.3647
H -0.2250 0.2118 1.9746
H 0.8758 -0.0472 0.5900
O 2.8425 -4.8095 0.1808
H 2.9357 -3.8303 0.2099
H 2.4127 -5.0432 1.0345

***

<2>
18
Properties=species:S:1:pos:R:3 method="wB97M-V/def2-TZVPD" smiles="C/C=C/CC.O" e_lumo_ev=1.03 spin_multiplicity=1 orbital_gap_ev=10.3
C -0.7307 2.7343 -0.4009
C -1.0127 1.2670 -0.1482
C -0.3248 0.3792 0.5736
C -0.8821 -0.9727 0.8902
C 0.0779 -2.1650 0.6998
H -1.4091 3.2668 0.2611
H -0.9625 3.0318 -1.4149
H 0.2662 3.0599 -0.0959
H -1.9856 0.9954 -0.5607
H 0.4909 0.7604 1.1784
H -1.1524 -1.0069 1.9597
H -1.8480 -1.1129 0.4063
H 0.9960 -2.0461 1.2738
H 0.4233 -2.2450 -0.3265
H -0.5184 -3.0555 0.8938
O 2.3342 -0.8489 -1.2353
H 2.4650 -1.1853 -2.1125
H 1.3983 -0.7782 -1.0984

***

<3>
18
Properties=species:S:1:pos:R:3 method="wB97M-V/def2-TZVPD" smiles="CC(C)=O.[H][H].C=C" e_lumo_ev=0.96 spin_multiplicity=1 orbital_gap_ev=10.6
C -1.9327 -0.7202 0.5062
C -1.2510 0.4696 -0.1390
C -0.6559 1.5246 0.7758
O -1.2358 0.6041 -1.3444
H -1.3920 -1.0736 1.3895
H -2.0296 -1.5246 -0.2264
H -2.9377 -0.4218 0.8297
H -0.4182 1.1356 1.7703
H -1.3823 2.3379 0.8925
H 0.2436 1.9417 0.3153
H 1.4773 0.8612 -2.6344
H 0.7791 0.8903 -2.3744
C 2.1962 -0.8019 -0.4428
C 1.3863 -1.2108 0.5264
H 2.2743 -1.3354 -1.3874
H 2.8086 0.0921 -0.3430
H 1.3036 -0.6708 1.4682
H 0.7662 -2.0981 0.4180

***

Most stable: <1>. Least stable: <3>.